Here is a structure of composition C10H30AgBrN6O4 in a non-equilibrium geometry from the Open Molecules 2025 dataset. Energies are from ωB97M-V/def2-TZVPD.

```
52
Properties=species:S:1:pos:R:3:forces:R:3
Ag 9.749 4.785 -8.806 0.2225 0.3298 -0.3286
Br 9.782 6.393 -11.144 -0.1726 -0.3806 0.4660
C 12.045 3.095 -10.915 1.5479 -0.8808 -0.6549
C 12.162 2.240 -9.670 -0.8364 0.6250 1.3321
C 13.539 2.234 -9.055 0.4159 -0.2125 0.1215
O 13.588 1.167 -8.106 0.2571 0.1174 -0.5852
C 14.905 0.906 -7.695 0.2061 0.1767 1.0034
N 11.215 2.744 -8.606 -0.1725 -0.6080 -0.6169
H 12.832 3.855 -10.944 -0.5536 0.5531 0.4322
H 11.053 3.485 -11.107 -0.0110 0.1552 0.0130
H 12.399 2.469 -11.750 -0.5951 -0.0134 -0.0848
H 11.864 1.202 -9.841 0.3239 -0.0497 -0.3954
H 13.778 3.173 -8.539 -0.3271 0.1517 -0.0788
H 14.329 2.113 -9.810 -0.1587 -0.2608 -0.0964
H 15.274 1.662 -6.982 -0.1254 0.1473 -0.1967
H 15.626 0.871 -8.514 -0.1529 -0.1975 -0.1959
H 14.905 -0.025 -7.128 -0.0163 -0.1399 -0.2810
H 11.423 2.220 -7.758 0.1319 0.2593 0.1030
H 10.316 2.358 -8.889 -0.0989 0.1412 0.1328
C 8.413 5.553 -5.341 0.5827 0.1129 0.5070
C 7.218 5.351 -6.246 0.2367 0.5658 -0.0997
C 6.112 6.349 -5.899 0.0462 -0.7395 0.6980
O 5.759 6.143 -4.543 0.1551 -0.0429 0.1557
C 4.651 6.896 -4.109 0.2638 0.5758 -0.0838
N 7.647 5.547 -7.642 -0.1297 -0.3705 0.1537
H 8.207 5.286 -4.304 -0.1778 0.0136 -0.0654
H 8.739 6.600 -5.340 -0.2206 0.0325 -0.0774
H 9.299 5.005 -5.662 -0.2189 -0.2237 -0.1964
H 6.803 4.351 -6.114 0.1480 -0.1201 -0.1864
H 5.232 6.141 -6.519 0.0506 0.3992 -0.2786
H 6.511 7.364 -6.005 -0.2640 0.1225 -0.3485
H 4.798 7.157 -3.061 -0.1479 -0.3913 0.0956
H 3.720 6.346 -4.266 -0.0960 0.0707 0.0747
H 4.601 7.869 -4.618 -0.0903 -0.1742 -0.1925
H 7.808 6.534 -7.813 -0.0233 -0.0029 -0.1421
H 6.937 5.220 -8.286 -0.0056 0.2435 -0.1315
C 7.164 2.957 -9.631 -0.1239 0.2408 -0.0769
O 8.344 2.753 -9.374 -0.2227 -0.3869 0.0504
N 6.152 2.176 -9.143 -0.0304 0.1528 -0.1890
N 6.778 4.030 -10.387 0.2226 -0.0021 -0.1139
H 6.365 1.507 -8.427 0.1026 -0.0017 -0.0156
H 5.201 2.476 -9.250 -0.0237 -0.0890 0.0826
H 7.531 4.497 -10.884 0.0064 0.1218 0.1018
H 5.863 4.105 -10.798 -0.0199 -0.1605 0.0330
C 11.470 7.191 -7.317 0.0539 0.5919 -0.6109
O 11.055 6.035 -7.269 0.1804 0.1446 0.5736
N 11.822 7.884 -6.191 -0.1031 -0.3483 -0.1537
N 11.595 7.852 -8.500 -0.0254 -0.6596 0.3693
H 11.643 7.428 -5.317 0.1075 0.1033 0.0982
H 12.160 8.826 -6.229 -0.0312 -0.0003 0.1092
H 11.276 7.327 -9.309 -0.0443 0.2999 -0.2381
H 11.898 8.803 -8.588 -0.0428 0.0083 0.0080
```
Positions in Å, forces in eV/Å.

As for the HOMO energy: -0.2877 Eh. As for the LUMO energy: 0.400 eV. The energy above the lowest of the compared OMol25 structures with the same formula, charge and spin is 0.0 kcal per mole. Its frontier orbital gap is 8.23 eV.



Here is a structure of composition C10H30FeO13P3 in a non-equilibrium geometry from the Open Molecules 2025 dataset. Energies are from ωB97M-V/def2-TZVPD.

```
57
Properties=species:S:1:pos:R:3:forces:R:3
Fe 3.140 2.312 -0.115 -3.5241 -2.0062 0.1771
C 0.485 0.224 -1.118 1.3009 2.2500 0.8464
O 1.487 1.076 -0.505 2.3404 1.1183 0.2180
H 0.640 -0.799 -0.776 -0.2212 -0.0387 -0.2945
H -0.408 0.707 -0.721 -0.6285 -0.7854 -0.3122
H 0.574 0.412 -2.188 -0.2780 -0.6431 -0.1060
C -0.308 0.434 2.886 0.1574 -0.7372 1.0154
O 0.973 0.754 3.530 2.0812 -1.0700 -2.6407
P 2.380 0.300 2.703 -0.5076 -1.1338 5.2225
O 2.983 1.312 1.796 -0.0350 -0.4173 0.2099
O 3.353 0.027 4.072 -0.4803 1.4653 -3.1701
C 2.992 -0.817 5.164 -1.0728 -0.4634 0.1451
O 2.096 -1.196 2.151 -1.7899 2.5847 0.7850
C 2.914 -1.811 1.224 2.9008 -1.3519 -0.8728
H -0.967 1.301 2.925 0.4054 0.1355 -0.6297
H -0.798 -0.302 3.523 0.1162 -0.0852 0.1168
H -0.146 -0.081 1.939 -0.2598 0.6451 -0.2359
H 2.397 -1.624 4.737 -0.2308 -0.1163 0.5676
H 2.480 -0.255 5.944 -0.5410 0.1330 -0.4193
H 3.811 -1.257 5.734 0.7247 0.2001 -0.9184
H 3.892 -1.906 1.697 0.3706 0.0940 -0.1914
H 3.080 -1.333 0.259 -0.5202 0.5854 0.1584
H 2.682 -2.854 1.005 -0.9771 0.1794 0.3694
C -0.193 -3.451 -3.386 -0.1205 0.3285 -0.5502
O -1.226 -4.295 -2.831 -1.3264 0.4387 -0.5394
P -2.819 -4.228 -3.249 -1.9363 0.2495 1.4677
O -3.371 -3.096 -4.072 1.6952 -2.2575 1.1802
O -3.194 -5.727 -3.791 -0.5635 4.6402 0.5703
C -2.566 -6.859 -3.317 -0.3804 -2.3023 -1.7064
O -3.492 -4.272 -1.715 0.8899 0.0103 -0.5985
C -4.853 -4.665 -1.382 -0.3995 0.0441 -2.2246
H 0.774 -3.951 -3.345 -0.3464 -0.4717 0.0293
H -0.040 -2.505 -2.866 -0.5474 -0.0771 0.4787
H -0.407 -3.172 -4.418 -0.0909 -0.2410 -0.0403
H -3.281 -7.594 -3.688 0.3072 -0.7060 0.1141
H -2.495 -7.090 -2.255 0.5462 0.9363 0.0783
H -1.719 -6.918 -4.002 0.8163 -0.7651 1.0870
H -5.578 -3.899 -1.658 0.3436 0.6514 0.3951
H -5.049 -4.989 -0.360 0.9114 0.1559 -0.0269
H -5.167 -5.432 -2.090 0.2294 -0.6238 0.2916
C -0.738 3.736 -1.665 0.0149 -0.8069 -0.7029
O -0.102 4.906 -1.190 1.6962 -0.3162 2.0939
P 0.670 4.842 0.256 -0.0504 1.8254 -2.6795
O 1.943 3.950 0.298 -2.1967 1.4923 0.1571
O 0.862 6.453 0.387 0.9431 -1.1516 0.1266
C 1.691 7.289 -0.498 0.7956 -0.1570 -0.9117
O -0.523 4.484 1.223 1.4568 1.1859 -1.1559
C -0.511 4.753 2.644 -0.0590 -1.8917 0.3802
H -0.162 3.289 -2.476 0.1401 0.1679 -0.1099
H -1.702 4.037 -2.074 -0.0567 -0.2443 0.3507
H -0.782 2.972 -0.889 -0.5350 0.0769 0.0366
H 2.545 7.787 -0.037 -0.2680 -0.4974 0.9601
H 1.179 8.109 -1.001 -1.0260 -0.3553 0.5619
H 2.134 6.742 -1.330 -0.2339 -0.5866 0.1792
H -1.451 5.221 2.935 0.2792 0.1054 -0.2171
H 0.376 5.245 3.043 -0.1215 0.2632 -0.4342
H -0.487 3.701 2.930 -0.1384 0.3370 1.3185
```
Positions in Å, forces in eV/Å.

As for the HOMO energy (alpha / beta): -0.3796 / -0.4470 Eh. As for the charge: +1. As for the LUMO energy (alpha / beta): -1.927 / -5.828 eV. As for the spin multiplicity: 7. Its frontier orbital gap (alpha / beta) is 8.40 / 6.33 eV.